Entry 1:
2 unconnected molecules or ions with the total composition C9H26ClN3O2PS. Source: the Open Molecules 2025 dataset; level of theory: wB97M-V/def2-TZVPD.

The geometry in ORCA input format:
```
! wB97M-V def2-TZVPD RIJCOSX def2/J DEFGRID3
* xyz 1 1
O -3.252 -0.120 0.691
C -3.951 0.979 0.135
C -3.372 2.275 0.705
C -4.370 3.262 1.326
S -5.818 3.602 0.288
Cl -7.259 2.402 0.903
H -3.854 -0.871 0.676
H -5.023 0.851 0.302
H -3.800 0.978 -0.948
H -2.872 2.811 -0.101
H -2.602 2.067 1.442
H -3.879 4.224 1.446
H -4.755 2.872 2.264
H -5.456 3.039 -0.883
O 2.900 1.117 0.104
P 2.466 -0.297 0.072
N 2.823 -0.816 -1.522
C 2.021 -1.492 -2.519
C 4.221 -0.687 -1.904
N 0.752 -0.105 0.363
C -0.298 -0.438 -0.589
C 0.419 1.137 1.048
N 2.598 -1.743 0.936
C 3.851 -1.938 1.671
C 2.027 -2.989 0.498
H 2.354 -2.528 -2.672
H 2.104 -0.979 -3.483
H 0.970 -1.531 -2.262
H 4.827 -1.536 -1.560
H 4.653 0.227 -1.494
H 4.314 -0.624 -2.989
H -0.059 -0.153 -1.618
H -1.218 0.084 -0.333
H -0.571 -1.498 -0.547
H 0.341 1.992 0.361
H 1.161 1.389 1.800
H -0.539 1.008 1.562
H 4.659 -2.320 1.032
H 3.702 -2.640 2.494
H 4.182 -0.997 2.113
H 2.748 -3.600 -0.060
H 1.145 -2.862 -0.127
H 1.711 -3.553 1.379
*
```

Calculated total energy in eV: -50957.245
Orbital gap in eV: 4.0

***

Entry 2:
3 unconnected molecules or ions with the total composition C9H26N2O3. Source: the Open Molecules 2025 dataset; level of theory: wB97M-V/def2-TZVPD.

The geometry in ORCA input format:
```
! wB97M-V def2-TZVPD RIJCOSX def2/J DEFGRID3
* xyz 0 1
C 4.283 -4.249 1.019
O 3.294 -3.282 1.351
C 2.621 -3.600 2.532
C 1.517 -2.572 2.712
C 2.041 -1.149 2.811
N 0.671 -2.832 3.905
H 4.932 -3.798 0.276
H 3.795 -5.191 0.758
H 4.911 -4.455 1.897
H 2.215 -4.621 2.529
H 3.229 -3.556 3.449
H 0.873 -2.600 1.819
H 2.694 -0.939 1.963
H 2.661 -1.003 3.700
H 1.227 -0.425 2.832
H 0.321 -3.779 3.894
H -0.037 -2.115 3.891
C -5.305 3.286 -3.125
O -4.187 2.477 -2.901
C -3.055 3.213 -2.504
C -1.938 2.226 -2.154
C -2.276 1.332 -0.977
N -0.649 2.905 -1.933
H -6.001 2.744 -3.762
H -5.115 4.236 -3.638
H -5.807 3.545 -2.188
H -2.723 3.947 -3.245
H -3.309 3.760 -1.580
H -1.847 1.611 -3.055
H -1.432 0.748 -0.616
H -3.053 0.591 -1.186
H -2.684 1.906 -0.137
H -0.307 3.258 -2.820
H -0.838 3.690 -1.313
C 1.646 0.478 -0.544
O 1.870 1.766 -1.104
H 1.164 0.550 0.436
H 1.049 -0.133 -1.232
H 2.588 -0.058 -0.411
H 0.964 2.087 -1.347
*
```

Calculated total energy in eV: -18875.748
Orbital gap in eV: 10.0
SMILES: COC[C@H](C)N.COC[C@H](C)N.CO

***

Entry 3:
7 unconnected molecules or ions with the total composition C9H26N6O15S. Source: the Open Molecules 2025 dataset; level of theory: wB97M-V/def2-TZVPD.

The geometry in ORCA input format:
```
! wB97M-V def2-TZVPD RIJCOSX def2/J DEFGRID3
* xyz 0 1
C -1.109 -2.832 -5.797
C -0.552 -2.722 -4.378
O -1.548 -3.111 -3.441
S -2.607 -2.086 -2.824
C -1.787 -1.677 -1.267
O -2.652 -0.876 -3.606
O -3.782 -2.879 -2.576
H -0.357 -2.760 -6.582
H -1.865 -2.065 -5.955
H -1.600 -3.801 -5.917
H 0.374 -3.258 -4.193
H -0.358 -1.647 -4.272
H -0.765 -1.316 -1.363
H -1.823 -2.576 -0.656
H -2.369 -0.892 -0.786
C 0.403 -1.115 5.752
N -0.639 -2.152 5.838
O -0.350 -3.260 5.435
O -1.729 -1.846 6.253
H 0.697 -1.135 4.702
H 1.298 -1.384 6.306
H 0.003 -0.145 6.012
C -0.038 -2.894 2.314
N 0.553 -2.516 1.011
O 0.447 -3.360 0.141
O 1.111 -1.456 0.879
H -1.043 -2.493 2.396
H 0.609 -2.399 3.042
H 0.080 -3.948 2.528
C -1.244 0.984 0.987
N -1.817 0.994 2.347
O -2.858 1.589 2.512
O -1.215 0.420 3.237
H -0.263 0.529 0.957
H -1.074 2.057 0.847
H -1.979 0.606 0.288
C 0.797 4.933 -0.655
N -0.688 4.859 -0.788
O -1.314 4.671 0.231
O -1.134 5.063 -1.897
H 1.031 5.290 0.337
H 1.190 5.499 -1.489
H 1.116 3.891 -0.699
C 2.991 2.327 1.354
N 1.794 2.589 2.194
O 1.107 3.557 1.921
O 1.538 1.797 3.072
H 3.887 2.256 1.964
H 3.066 3.164 0.668
H 2.791 1.377 0.868
C 2.433 1.063 -2.861
N 1.344 0.584 -1.974
O 1.044 1.305 -1.041
O 0.756 -0.427 -2.270
H 2.187 2.095 -3.097
H 2.577 0.475 -3.759
H 3.335 1.056 -2.250
*
```

Calculated total energy in eV: -60225.151
Orbital gap in eV: 10.1
SMILES: CCOS(C)(=O)=O.C[N+](=O)[O-].C[N+](=O)[O-].C[N+](=O)[O-].C[N+](=O)[O-].C[N+](=O)[O-].C[N+](=O)[O-]

***

Entry 4:
4 unconnected molecules or ions with the total composition C9H26O7. Source: the Open Molecules 2025 dataset; level of theory: wB97M-V/def2-TZVPD.

The geometry in ORCA input format:
```
! wB97M-V def2-TZVPD RIJCOSX def2/J DEFGRID3
* xyz 0 1
C 3.623 0.883 2.119
C 2.435 1.638 2.780
C 1.229 0.843 3.177
O 3.030 2.431 3.801
H 4.388 1.507 1.656
H 3.130 0.274 1.361
H 4.209 0.278 2.810
H 2.095 2.464 2.155
H 0.812 0.469 2.241
H 0.435 1.510 3.512
H 1.457 -0.018 3.806
H 3.545 1.827 4.342
O -2.900 -0.831 0.787
C -1.816 -0.794 1.697
C -0.737 0.080 1.054
O -0.299 -0.561 -0.179
H -2.510 -0.990 -0.076
H -2.102 -0.492 2.704
H -1.657 -1.873 1.717
H 0.170 0.237 1.637
H -1.252 1.025 0.881
H -0.603 -0.098 -0.963
O -0.150 0.782 -3.623
C 0.259 1.262 -2.314
C 1.422 0.394 -1.829
O 1.727 0.599 -0.448
H -1.042 1.108 -3.759
H 0.686 2.251 -2.477
H -0.461 1.343 -1.499
H 2.252 0.605 -2.503
H 1.179 -0.664 -1.927
H 0.984 0.330 0.096
O -2.167 -0.340 -1.391
C -2.243 -1.758 -1.292
C -2.085 -2.150 -2.751
O -3.184 -1.629 -3.529
H -2.628 -0.156 -2.212
H -1.383 -2.180 -0.773
H -3.167 -2.092 -0.822
H -2.182 -3.229 -2.874
H -1.057 -1.907 -3.020
H -3.440 -2.379 -4.071
*
```

Calculated total energy in eV: -24079.563
Orbital gap in eV: 9.9
SMILES: CC(C)O.OCCO.OCCO.OCCO

***

Energy above the lowest of the compared OMol25 structures with the same formula, charge and spin values (in kJ/mol) by entry order: 88.9; 0.0; 35.5; 570.3.
Strongest force on any atom values (in eV/Å) by entry order: 5.2; 1.6; 2.3; 4.9.